{"formula": "C15H20O2", "method": "wB97M-V/def2-TZVPD", "symbols": ["C", "C", "C", "C", "C", "C", "C", "C", "O", "C", "C", "C", "O", "C", "C", "C", "C", "H", "H", "H", "H", "H", "H", "H", "H", "H", "H", "H", "H", "H", "H", "H", "H", "H", "H", "H", "H"], "coordinates": [[1.3092, -1.1554, -2.5278], [1.6808, -1.9372, -1.2416], [0.5222, -2.7981, -0.7377], [-0.5043, -1.9689, 0.0321], [-0.1506, -0.8223, 0.7351], [1.1982, -0.3144, 0.6569], [2.1309, -0.9219, -0.2216], [3.5499, -0.5214, -0.1386], [4.4120, -0.9874, -0.8593], [1.2289, 0.8415, 1.6041], [1.8856, 0.4698, 2.9542], [1.9218, 2.0350, 0.9148], [1.5352, 2.5651, -0.1032], [-0.2556, 1.1693, 1.9095], [-1.1136, -0.0631, 1.5629], [-1.4851, -0.9157, 2.7680], [-2.4254, 0.2581, 0.7361], [1.0777, -1.8908, -3.2899], [0.4055, -0.5312, -2.4538], [2.1413, -0.5191, -2.8602], [2.4942, -2.6386, -1.5050], [0.8787, -3.5833, -0.0661], [-0.0053, -3.2807, -1.5869], [-1.4972, -2.3626, 0.0051], [3.8203, 0.1254, 0.6702], [1.3657, -0.3460, 3.4624], [2.9121, 0.1430, 2.7272], [1.8774, 1.3118, 3.6263], [2.8605, 2.3933, 1.3211], [-0.3824, 1.4723, 2.9553], [-0.5922, 1.9944, 1.2611], [-1.9977, -0.2800, 3.5072], [-0.5837, -1.3252, 3.2000], [-2.1694, -1.6903, 2.4796], [-3.0290, 1.0545, 1.1502], [-2.1186, 0.5374, -0.2925], [-3.0742, -0.5936, 0.6624]], "homo_lumo_gap_ev": 7.825, "energy_ha": -733.99707, "e_above_lowest_ev": 1.760, "homo_energy_ev": -8.260, "largest_force_ha_per_bohr": 0.0978, "e_lumo_ev": -0.44}


{"formula": "C15H21BN2O4", "method": "wB97M-V/def2-TZVPD", "symbols": ["C", "C", "C", "O", "N", "C", "C", "O", "N", "C", "C", "C", "C", "C", "C", "C", "C", "C", "C", "B", "O", "O", "H", "H", "H", "H", "H", "H", "H", "H", "H", "H", "H", "H", "H", "H", "H", "H", "H", "H", "H", "H", "H"], "coordinates": [[3.4177, -3.1631, 2.3126], [3.4756, -1.8644, 2.3457], [3.2571, -1.0316, 1.1077], [2.8339, -1.5751, 0.1170], [3.5301, 0.3266, 1.2328], [3.7265, 1.2267, 0.1425], [2.5843, 1.8068, -0.5619], [2.5087, 2.9735, -0.7882], [1.6077, 0.9063, -0.8836], [0.5398, 1.0684, -1.8084], [-0.4543, -0.1315, -1.7853], [-1.4807, -0.1081, -0.7165], [-1.2490, 0.7914, 0.3650], [-2.1110, 0.8036, 1.3994], [-3.2592, -0.0154, 1.4875], [-4.2882, 0.1675, 2.6129], [-3.5013, -0.8209, 0.3833], [-4.7730, -1.5303, 0.1203], [-2.6290, -0.8623, -0.6499], [1.0693, 1.4244, -3.2698], [2.0924, 2.3074, -3.5772], [0.6155, 0.7507, -4.3526], [3.3791, -3.6871, 1.3349], [3.4383, -3.8209, 3.1352], [3.6846, -1.3656, 3.2557], [3.3355, 0.8655, 2.1015], [4.1966, 2.0479, 0.6181], [4.4234, 0.9114, -0.5756], [1.7296, -0.1021, -0.7453], [0.0833, 1.9912, -1.6499], [0.1091, -1.0634, -1.7758], [-1.0320, -0.0655, -2.6965], [-0.3040, 1.3144, 0.1940], [-1.8429, 1.4663, 2.2003], [-4.7536, -0.7323, 2.9494], [-3.9841, 0.9020, 3.4001], [-5.0613, 0.7245, 2.0996], [-5.2938, -1.8144, 1.0322], [-5.4963, -0.9545, -0.5070], [-4.6845, -2.5446, -0.3335], [-2.8857, -1.4211, -1.5281], [2.2630, 2.7240, -2.6983], [1.1830, 1.1737, -5.0444]], "homo_lumo_gap_ev": 8.819, "energy_ha": -1019.58111, "e_above_lowest_ev": 1.580, "homo_energy_ev": -8.396, "largest_force_ha_per_bohr": 0.0798, "e_lumo_ev": 0.42}


{"formula": "C15H21Cl18NO5", "method": "wB97M-V/def2-TZVPD", "symbols": ["N", "C", "C", "O", "C", "O", "O", "C", "C", "C", "C", "C", "O", "C", "O", "H", "H", "H", "H", "H", "H", "H", "H", "H", "H", "H", "H", "H", "H", "H", "Cl", "C", "Cl", "Cl", "H", "Cl", "C", "Cl", "Cl", "H", "Cl", "C", "Cl", "Cl", "H", "Cl", "C", "Cl", "Cl", "H", "Cl", "C", "Cl", "Cl", "H", "Cl", "C", "Cl", "Cl", "H"], "coordinates": [[1.2735, 1.6061, 2.7897], [2.0670, 0.6582, 1.9852], [1.3479, -0.6724, 1.8748], [2.2763, -1.6376, 1.3065], [1.9070, -1.7246, 0.0024], [2.6439, -1.7062, -0.9354], [0.5551, -1.7893, -0.0322], [0.1303, -0.7250, 0.8854], [-0.1653, 0.5380, 0.0810], [-1.6592, 0.9068, -0.0208], [-2.4492, 0.8314, 1.3001], [-3.7351, 0.0067, 1.1751], [-3.9308, -0.7148, 2.4118], [-5.1564, -1.1826, 2.6414], [-5.4135, -1.8742, 3.5916], [0.7286, 1.0930, 3.4753], [1.8993, 2.2037, 3.3144], [2.2008, 1.0798, 0.9830], [3.0779, 0.5227, 2.3755], [1.1472, -1.0346, 2.8865], [-0.7477, -1.1389, 1.3793], [0.3682, 1.4090, 0.4567], [0.2115, 0.3665, -0.9323], [-1.7001, 1.9390, -0.3757], [-2.1245, 0.3131, -0.8144], [-2.7384, 1.8412, 1.5958], [-1.8758, 0.3794, 2.1086], [-3.6563, -0.7265, 0.3673], [-4.6004, 0.6427, 0.9737], [-5.9282, -0.8999, 1.9092], [5.5483, -2.7112, -3.8459], [4.8907, -3.5570, -2.4433], [4.1858, -5.1026, -2.9306], [6.1340, -3.7972, -1.2168], [4.1073, -2.9497, -2.0135], [7.4029, -1.4062, 3.9292], [5.6473, -1.2463, 3.9193], [5.1339, 0.0985, 4.9501], [5.0218, -1.0443, 2.2883], [5.2270, -2.1548, 4.3288], [-9.8266, -2.9666, 3.7372], [-8.5179, -2.1635, 2.8743], [-8.5016, -2.6304, 1.1702], [-8.6372, -0.4094, 3.0358], [-7.5751, -2.4658, 3.3157], [-0.6918, 2.6026, -2.9930], [-1.0853, 4.3014, -3.2700], [-2.7935, 4.5937, -2.9545], [-0.0558, 5.3385, -2.2768], [-0.8855, 4.5260, -4.3091], [-4.1875, 9.0037, -4.4293], [-2.8883, 9.4131, -3.3078], [-3.5316, 9.7820, -1.7083], [-1.7025, 8.1106, -3.2199], [-2.3912, 10.2981, -3.6809], [7.3710, -5.8541, -6.8817], [6.7225, -6.7328, -5.4964], [6.0308, -8.2763, -5.9996], [7.9640, -6.9725, -4.2679], [5.9302, -6.1377, -5.0629]], "homo_lumo_gap_ev": 10.401, "energy_ha": -9298.53114, "homo_energy_ev": -10.159, "largest_force_ha_per_bohr": 0.0195, "e_lumo_ev": 0.24}